{
  "formula": "C36H73F6O3P",
  "method": "wB97M-V/def2-TZVPD",
  "symbols": ["C", "C", "O", "O", "C", "O", "C", "P", "C", "C", "C", "F", "C", "C", "C", "C", "F", "F", "C", "F", "F", "F", "H", "H", "H", "H", "H", "H", "H", "H", "H", "H", "H", "H", "H", "H", "H", "H", "H", "C", "C", "C", "C", "C", "C", "H", "H", "H", "H", "H", "H", "H", "H", "H", "H", "H", "H", "H", "H", "C", "C", "C", "C", "C", "C", "H", "H", "H", "H", "H", "H", "H", "H", "H", "H", "H", "H", "H", "H", "C", "C", "C", "C", "C", "C", "H", "H", "H", "H", "H", "H", "H", "H", "H", "H", "H", "H", "H", "H", "C", "C", "C", "C", "C", "C", "H", "H", "H", "H", "H", "H", "H", "H", "H", "H", "H", "H", "H", "H"],
  "positions_angstrom": [[2.93036, 3.03120, 11.74488], [3.97673, 3.07847, 10.44485], [3.45407, 3.45902, 9.27888], [5.35299, 2.64579, 10.70820], [6.28238, 2.99597, 9.62601], [6.36980, 4.30771, 9.26847], [7.20687, 1.81817, 8.95970], [6.37840, 0.81238, 7.56698], [4.53963, 0.35954, 8.00430], [4.40404, -0.47298, 9.42030], [2.78906, -0.80113, 9.63350], [2.33410, -2.01208, 8.87971], [6.18770, 1.85827, 5.94114], [5.85043, 3.43851, 6.21484], [5.15227, 4.19122, 4.89613], [3.68012, 3.56438, 4.52475], [3.05483, 2.86018, 5.70004], [3.79850, 2.52577, 3.45208], [2.58923, 4.67407, 4.00343], [1.56665, 4.90579, 5.05064], [1.90980, 4.06477, 2.80945], [3.18700, 5.96193, 3.55309], [3.04769, 1.95712, 12.25037], [1.83271, 3.22764, 11.36945], [3.27731, 3.84549, 12.51956], [7.45782, 1.04189, 9.83019], [8.26442, 2.23143, 8.59157], [4.21340, -0.40773, 7.14992], [3.81296, 1.27150, 7.90467], [4.85704, 0.11315, 10.32846], [4.94518, -1.52559, 9.28989], [2.15995, 0.10454, 9.17952], [2.56204, -0.87953, 10.79088], [7.12643, 1.67413, 5.25446], [5.22250, 1.40193, 5.40728], [6.85640, 4.01798, 6.40360], [5.09173, 3.53089, 7.10619], [5.92801, 4.15344, 3.99210], [5.04979, 5.31895, 5.19978], [3.26450, -0.56026, 4.38257], [1.96512, -0.96474, 5.06154], [1.82432, -2.47761, 5.24697], [1.79079, -3.29733, 3.95186], [0.68509, -2.91886, 2.96521], [-0.71632, -3.12846, 3.52230], [3.33334, -0.96465, 3.36873], [3.32790, 0.52989, 4.30937], [4.12872, -0.91215, 4.95471], [1.11551, -0.56628, 4.49637], [1.92666, -0.48903, 6.04940], [0.91634, -2.67672, 5.82775], [2.65852, -2.83876, 5.86154], [1.68194, -4.35658, 4.21739], [2.75767, -3.21445, 3.44265], [0.79511, -3.53574, 2.06522], [0.79785, -1.87909, 2.64024], [-0.86715, -4.17261, 3.81410], [-1.46434, -2.87747, 2.76360], [-0.90340, -2.49509, 4.39400], [-3.86358, -2.91123, -2.74954], [-2.41942, -2.77781, -2.29172], [-2.26244, -2.79984, -0.76927], [-2.95449, -1.65435, -0.02142], [-2.52716, -0.24643, -0.43910], [-1.05353, 0.03665, -0.18122], [-4.47630, -2.07451, -2.40226], [-3.91240, -2.92619, -3.84280], [-4.30548, -3.84113, -2.37800], [-1.98431, -1.86342, -2.70957], [-1.84334, -3.61155, -2.71203], [-1.19349, -2.79984, -0.52693], [-2.65678, -3.74928, -0.38577], [-2.76384, -1.77906, 1.05212], [-4.03996, -1.74163, -0.14456], [-3.12283, 0.48049, 0.12604], [-2.75346, -0.07277, -1.49649], [-0.81280, -0.08853, 0.87922], [-0.81307, 1.06647, -0.46375], [-0.40699, -0.62599, -0.76338], [-1.76727, 0.71637, -4.39406], [-2.31692, 0.97413, -5.78849], [-3.07789, -0.22011, -6.36961], [-2.24719, -1.49285, -6.57073], [-1.01751, -1.33800, -7.46696], [-1.36061, -0.94110, -8.89629], [-1.03627, -0.09712, -4.39208], [-1.26649, 1.61261, -4.01485], [-2.57301, 0.45903, -3.69937], [-1.50089, 1.27139, -6.45614], [-3.00070, 1.83069, -5.73948], [-3.52306, 0.07920, -7.32545], [-3.92025, -0.45964, -5.70851], [-2.89978, -2.26673, -6.99452], [-1.92386, -1.87517, -5.59589], [-0.48259, -2.29497, -7.49290], [-0.32030, -0.60813, -7.04196], [-2.02333, -1.68036, -9.35721], [-0.44906, -0.88095, -9.49929], [-1.85015, 0.03596, -8.93777], [-4.73609, 0.73167, -13.61858], [-5.21259, -0.58772, -13.03110], [-6.58126, -0.48931, -12.35285], [-6.64976, 0.45461, -11.14675], [-5.67218, 0.14122, -10.01298], [-5.90599, -1.22191, -9.37624], [-4.60053, 1.49274, -12.84493], [-3.77335, 0.59468, -14.12077], [-5.45142, 1.11084, -14.35518], [-4.46290, -0.96992, -12.32974], [-5.27892, -1.32480, -13.84103], [-6.89423, -1.49430, -12.04718], [-7.32056, -0.15708, -13.09250], [-7.67255, 0.43228, -10.74954], [-6.48069, 1.48489, -11.47988], [-5.78110, 0.90844, -9.23701], [-4.63780, 0.20718, -10.36672], [-6.92208, -1.29548, -8.97586], [-5.20455, -1.37677, -8.55030], [-5.75716, -2.03378, -10.09369]],
  "atomic_forces_ev_per_a": [[1.46, -0.58, -0.18], [-3.71, 1.78, -3.98], [4.18, -2.59, 6.88], [-1.56, 1.19, -2.87], [1.27, 6.88, -1.99], [-0.64, -8.90, 2.44], [-0.10, 0.86, 2.19], [-0.42, -0.81, -0.97], [-0.58, -0.45, -0.19], [-0.83, -0.73, -1.14], [0.12, 1.12, -0.09], [1.27, 2.45, 1.79], [-1.20, 0.74, -0.25], [-0.21, -0.03, -0.91], [0.69, -0.16, 0.79], [0.47, -1.52, 0.20], [1.81, 2.05, -3.51], [-0.28, 3.05, 3.11], [-2.27, 0.16, -1.34], [3.53, -0.32, -3.80], [1.92, 2.53, 3.97], [-2.15, -4.41, 1.74], [-0.36, 2.42, -1.06], [2.53, -0.43, 0.62], [-0.71, -1.65, -1.58], [-0.71, 1.59, -1.93], [-2.65, -0.58, 0.74], [0.86, 1.70, 1.73], [1.31, -1.63, 0.54], [-1.08, -1.17, -1.68], [-1.02, 2.36, 0.42], [1.30, -2.10, 1.00], [0.23, -0.42, -2.53], [-1.90, 0.49, 1.43], [2.23, 0.70, 1.13], [-2.18, -1.05, -0.08], [1.72, -0.07, -1.69], [-2.18, -0.14, 1.69], [-0.16, -2.19, -0.71], [-0.05, 0.27, -0.09], [0.04, -0.12, 0.13], [-0.15, -0.03, 0.06], [0.14, 0.05, -0.05], [0.02, -0.13, -0.01], [-0.12, 0.11, -0.09], [0.06, 0.02, 0.08], [0.03, -0.29, -0.02], [0.01, -0.07, -0.09], [0.03, -0.04, 0.04], [-0.08, -0.05, -0.07], [0.09, -0.01, -0.03], [-0.08, 0.05, -0.02], [-0.01, 0.09, -0.03], [-0.04, -0.01, 0.05], [0.04, 0.10, 0.06], [0.05, -0.04, 0.02], [0.00, 0.10, 0.02], [0.01, -0.06, 0.12], [-0.01, -0.08, -0.05], [-0.05, 0.07, -0.18], [0.07, -0.13, 0.08], [0.14, 0.04, 0.04], [-0.14, -0.03, -0.05], [-0.02, -0.01, 0.14], [0.06, 0.15, -0.12], [0.01, -0.09, -0.02], [-0.08, -0.01, 0.09], [-0.01, 0.10, -0.01], [0.00, -0.04, 0.06], [0.00, 0.12, 0.05], [-0.07, 0.01, 0.02], [0.03, 0.06, -0.05], [-0.02, 0.04, -0.09], [0.07, -0.03, 0.02], [0.00, -0.09, -0.10], [-0.02, -0.06, 0.07], [0.02, -0.02, -0.09], [0.06, -0.12, 0.06], [-0.02, 0.05, 0.07], [0.16, 0.12, 0.06], [-0.17, 0.00, -0.02], [-0.02, 0.03, -0.13], [0.03, -0.01, 0.14], [-0.05, -0.12, -0.02], [0.15, 0.08, -0.09], [-0.06, 0.04, 0.05], [-0.04, -0.13, 0.05], [0.07, -0.02, -0.05], [-0.07, -0.04, 0.00], [0.08, -0.09, -0.07], [0.02, -0.04, 0.04], [0.06, 0.03, -0.03], [0.06, 0.05, 0.01], [-0.05, 0.02, -0.03], [-0.03, 0.11, 0.07], [-0.06, -0.05, 0.03], [0.01, 0.09, 0.02], [-0.15, 0.01, -0.01], [0.00, -0.08, -0.03], [0.20, 0.04, -0.03], [-0.14, -0.07, -0.07], [-0.02, -0.13, 0.07], [0.03, 0.13, -0.07], [-0.11, 0.04, 0.06], [0.15, -0.06, 0.08], [-0.02, -0.03, -0.09], [-0.10, 0.10, 0.02], [0.06, 0.01, 0.08], [-0.08, 0.00, -0.01], [0.01, 0.03, 0.14], [0.00, 0.08, -0.01], [0.07, -0.03, 0.05], [0.10, 0.00, -0.01], [-0.03, -0.07, 0.00], [0.05, -0.02, -0.11], [-0.05, 0.03, -0.02], [0.08, -0.04, -0.06], [-0.10, -0.06, -0.05], [-0.04, 0.04, 0.07]],
  "mulliken_charge": [-0.915, 0.626, -0.464, -0.312, 0.607, -0.523, -0.559, -0.232, -0.040, -0.563, -0.213, -0.316, 0.156, -0.273, -0.953, 0.932, -0.258, -0.298, 0.405, -0.213, -0.243, -0.235, 0.265, 0.266, 0.329, 0.369, 0.409, -0.106, 0.137, 0.326, 0.375, 0.199, 0.241, 0.398, -0.415, 0.368, 0.025, 0.322, 0.351, -0.560, -0.357, -0.706, -1.090, -0.068, -0.895, 0.470, -0.323, 0.278, 0.511, 0.115, 0.342, 0.367, 0.444, 0.354, 0.390, 0.091, 0.323, 0.067, 0.282, -1.243, 0.138, -0.627, -0.624, 0.218, -1.147, 0.284, 0.337, 0.347, -0.253, 0.419, 0.220, 0.404, 0.173, 0.355, 0.415, -0.321, 0.252, 0.402, 0.266, -0.982, -0.754, 0.018, -0.136, -0.635, -1.137, 0.236, 0.430, 0.122, 0.293, 0.402, -0.187, 0.385, 0.408, -0.071, 0.415, 0.249, 0.265, 0.414, 0.233, -1.190, -0.249, -0.714, -0.921, -0.090, -0.952, 0.279, 0.374, 0.296, 0.167, 0.350, 0.305, 0.385, 0.385, 0.341, 0.394, 0.095, 0.330, 0.137, 0.285],
  "homo_ev": -8.60,
  "charge": 0,
  "smiles": "CC(=O)OC(=O)CP(CCCF)CCCC(F)(F)C(F)(F)F.CCCCCC.CCCCCC.CCCCCC.CCCCCC"
}